Record 1
Density functional theory data (ωB97M-V/def2-TZVPD) for a single C3H4F2N2 molecule in a non-equilibrium geometry.

Geometry as XYZ:
```
11
Properties=species:S:1:pos:R:3:forces:R:3:nbo_charge:R:1
F 0.0220 -1.4166 -2.6810 0.795 0.435 -0.080 -0.373
C 0.8682 -0.6403 -1.8562 -0.663 -1.167 -1.830 0.865
F 2.1374 -0.8338 -2.3665 -1.281 0.548 0.485 -0.325
N 0.4205 0.7126 -1.9560 1.200 0.864 -0.036 -0.420
C 0.0782 1.0406 -0.7852 -0.319 0.982 -0.406 0.149
C 0.0078 0.0203 0.2147 5.186 -1.601 0.209 -0.307
N 0.7275 -1.1540 -0.5601 -1.469 1.568 2.003 -0.634
H -0.1439 2.0109 -0.3653 -0.322 0.734 -1.029 0.195
H 0.7337 0.3869 1.0275 -1.163 -0.876 -0.667 0.224
H -0.9558 -0.0239 0.5969 -1.823 -1.027 0.723 0.230
H 0.1244 -1.9457 -0.7046 -0.141 -0.460 0.628 0.396
```
Forces are in eV/Å.

## Properties
* spin multiplicity: 1
* gap between HOMO and LUMO: 11.54 eV
* E_LUMO: 0.7 eV
* net charge: 0
* SMILES: FC1(F)N=CCN1
* F_max: 5.4 eV Å⁻¹

Record 2
Density functional theory data (ωB97M-V/def2-TZVPD) for a single C2H7N5 molecule in a non-equilibrium geometry.

Geometry as XYZ:
```
14
Properties=species:S:1:pos:R:3:forces:R:3:nbo_charge:R:1
H 0.0197 1.8489 -0.2524 2.258 1.058 1.816 0.364
N 1.0848 1.9664 0.1063 -3.840 -0.585 -2.529 -0.642
C 1.4767 0.7748 -0.0408 2.452 1.166 1.141 0.240
N 0.7735 -0.4259 -0.0211 0.655 1.415 -1.510 -0.303
N 1.5728 -1.5154 0.0516 2.199 -2.816 1.523 -0.659
C -0.6051 -0.6116 -0.0041 1.736 -1.425 -1.321 0.219
N -1.4164 0.3223 -0.2459 -1.878 0.265 2.041 -0.314
N -2.7905 -0.0564 0.0291 -0.146 -0.217 -0.219 -0.686
H 2.6212 0.6851 -0.0290 -1.592 -0.744 0.153 0.159
H 2.1932 -1.8333 -0.7321 -1.278 1.170 0.478 0.367
H 2.1802 -1.4495 0.9075 -0.927 -0.254 -1.230 0.356
H -0.7110 -1.7343 -0.0337 -0.882 1.012 0.798 0.181
H -2.7782 -1.0808 0.2258 -0.624 1.313 0.317 0.336
H -3.3243 0.5480 0.7434 1.866 -1.358 -1.457 0.383
```
Forces are in eV/Å.

## Properties
* spin multiplicity: 1
* gap between HOMO and LUMO: 9.27 eV
* E_LUMO: 0.8 eV
* net charge: 0
* SMILES: [H]/N=C\N(N)/C=N/N
* F_max: 4.6 eV Å⁻¹